Entry 1:
A single C10H13N5O4 molecule in a non-equilibrium geometry, computed with wB97M-V/def2-TZVPD.

energy relative to the best compared isomer or geometry (same formula, charge and spin): 175.28 kJ/mol
highest occupied orbital energy: -0.326 hartree
orbital gap: 0.336 Eh
total energy: -26220.51903 eV
structure (SMILES): O[C@@H]1[C@H](O)[C@H](O)CO[C@H]1Nc1[nH]cnc2ncnc1-2
max |F|: 3.3 eV/A

```
! RIJCOSX wB97M-V def2-TZVPD def2/J DEFGRID3
* xyz 0 1
N -0.39 3.32 2.37
N 0.33 3.72 4.51
N 1.81 1.85 4.79
O 1.74 -0.76 -0.14
O 0.82 -1.49 -3.04
O -0.75 -2.18 -0.89
O -1.56 -0.35 -2.75
C -0.42 4.10 3.40
C 0.90 2.62 4.11
C 2.30 0.78 4.17
C 0.45 2.31 2.76
C 0.92 1.18 2.18
N 1.86 0.38 2.92
N 0.57 0.93 0.87
C 1.98 -0.10 -1.39
C 0.47 -0.49 0.48
C 0.80 -0.19 -2.41
C -0.72 -0.79 -0.50
C -0.58 0.07 -1.78
H 0.00 -1.50 -3.59
H 0.05 -2.37 -1.38
H -2.05 -1.10 -2.35
H -1.02 4.99 3.43
H 3.04 0.18 4.69
H 2.42 -0.32 2.40
H -0.12 1.58 0.53
H 2.22 0.95 -1.22
H 2.89 -0.52 -1.86
H 0.35 -1.10 1.35
H 0.99 0.60 -3.16
H -1.68 -0.52 -0.01
H -0.69 1.15 -1.52
*
```



Entry 2:
A single C10H13NO molecule in a non-equilibrium geometry, computed with wB97M-V/def2-TZVPD.

energy relative to the best compared isomer or geometry (same formula, charge and spin): 672.91 kJ/mol
highest occupied orbital energy: -0.304 hartree
orbital gap: 0.334 Eh
total energy: -14111.46029 eV
structure (SMILES): OCc1ccc2c(c1)CNCC2
max |F|: 7.4 eV/A

```
! RIJCOSX wB97M-V def2-TZVPD def2/J DEFGRID3
* xyz 0 1
C -3.49 0.05 -0.22
C -1.98 0.40 -0.32
C -1.52 1.68 -0.18
C -0.10 1.71 0.19
C 0.93 0.85 0.06
C 2.30 1.16 -0.04
C 3.02 -0.08 0.19
C 1.21 -1.67 0.18
C 0.33 -0.49 -0.02
C -1.11 -0.65 -0.20
H -4.49 -1.54 0.06
H -3.87 0.61 0.51
H -3.67 -0.02 -1.34
H -1.90 2.77 0.22
H 0.12 2.89 0.31
H 2.36 1.76 1.01
H 2.41 1.80 -1.02
H 4.16 0.14 -0.18
H 2.78 -0.51 1.27
H 3.29 -2.01 -0.83
H 0.82 -2.74 -0.29
H 1.19 -2.00 1.31
H -1.63 -1.72 -0.61
N 2.43 -1.22 -0.46
O -3.59 -1.16 0.43
*
```



Entry 3:
A single C10H13NO molecule in a non-equilibrium geometry, computed with wB97M-V/def2-TZVPD.

energy relative to the best compared isomer or geometry (same formula, charge and spin): 322.24 kJ/mol
highest occupied orbital energy (spin up / spin down): -0.200 / -0.308 hartree
expectation value of S²: 2.020
orbital gap (spin up / spin down): 0.186 / 0.228 Eh
total energy: -14110.64464 eV
max |F|: 5.8 eV/A

```
! RIJCOSX wB97M-V def2-TZVPD def2/J DEFGRID3
* xyz 0 3
C -3.10 0.52 0.74
C -2.33 -0.35 1.41
C -2.52 1.45 -0.20
C -1.02 -0.64 0.79
C -1.23 1.38 -0.63
C -0.39 0.36 -0.07
C 2.90 -0.76 1.08
C 1.45 0.91 -1.54
C 1.80 -0.89 0.01
C 0.91 0.18 -0.44
N -0.90 -1.56 -0.48
O -1.74 -1.52 -1.37
H -4.27 0.61 1.02
H -2.70 -0.89 2.27
H -3.15 2.19 -0.66
H -0.38 -1.00 1.59
H -0.85 2.10 -1.40
H 2.74 0.09 1.64
H 3.95 -0.66 0.64
H 2.89 -1.71 1.60
H 0.70 0.68 -2.32
H 2.41 0.54 -1.88
H 1.48 2.00 -1.41
H 2.20 -1.49 -0.86
H 1.16 -1.55 0.48
*
```



Entry 4:
A molecular structure, C10H13NPSn in a non-equilibrium geometry, computed with wB97M-V/def2-TZVPD.

highest occupied orbital energy: -0.454 hartree
orbital gap: 0.327 Eh
total energy: -27181.75892 eV
max |F|: 3.4 eV/A

```
! RIJCOSX wB97M-V def2-TZVPD def2/J DEFGRID3
* xyz 1 1
C -0.71 -2.07 -0.56
C -0.15 -3.48 -0.63
C 1.08 -3.54 -1.46
C 1.09 -2.34 -2.26
C 0.15 -1.34 -1.72
Sn 1.44 -1.46 0.35
P -0.56 -0.72 2.59
H -1.72 -1.63 -0.09
H -0.58 -4.38 -0.17
H 1.57 -4.46 -1.81
H -0.07 -0.28 -2.04
H 1.64 -2.17 -3.22
H 0.14 -0.09 3.68
H -0.99 -1.86 3.34
H -1.79 0.05 2.61
C -0.37 3.88 -0.03
C 0.57 3.51 0.94
C 0.94 2.16 1.08
N 0.51 1.17 0.22
C -0.51 1.51 -0.62
C -0.93 2.84 -0.82
H -0.72 4.92 -0.13
H 1.03 4.25 1.60
H 1.58 1.82 1.93
H -0.96 0.67 -1.19
H -1.67 3.03 -1.59
*
```



Copy entry 1 word for word.
A single C10H13N5O4 molecule in a non-equilibrium geometry, computed with wB97M-V/def2-TZVPD.

energy relative to the best compared isomer or geometry (same formula, charge and spin): 175.28 kJ/mol
highest occupied orbital energy: -0.326 hartree
orbital gap: 0.336 Eh
total energy: -26220.51903 eV
structure (SMILES): O[C@@H]1[C@H](O)[C@H](O)CO[C@H]1Nc1[nH]cnc2ncnc1-2
max |F|: 3.3 eV/A

```
! RIJCOSX wB97M-V def2-TZVPD def2/J DEFGRID3
* xyz 0 1
N -0.39 3.32 2.37
N 0.33 3.72 4.51
N 1.81 1.85 4.79
O 1.74 -0.76 -0.14
O 0.82 -1.49 -3.04
O -0.75 -2.18 -0.89
O -1.56 -0.35 -2.75
C -0.42 4.10 3.40
C 0.90 2.62 4.11
C 2.30 0.78 4.17
C 0.45 2.31 2.76
C 0.92 1.18 2.18
N 1.86 0.38 2.92
N 0.57 0.93 0.87
C 1.98 -0.10 -1.39
C 0.47 -0.49 0.48
C 0.80 -0.19 -2.41
C -0.72 -0.79 -0.50
C -0.58 0.07 -1.78
H 0.00 -1.50 -3.59
H 0.05 -2.37 -1.38
H -2.05 -1.10 -2.35
H -1.02 4.99 3.43
H 3.04 0.18 4.69
H 2.42 -0.32 2.40
H -0.12 1.58 0.53
H 2.22 0.95 -1.22
H 2.89 -0.52 -1.86
H 0.35 -1.10 1.35
H 0.99 0.60 -3.16
H -1.68 -0.52 -0.01
H -0.69 1.15 -1.52
*
```



> What is the max |F| in the third record?

5.8 eV/A



> The highest total energy belongs to which entry?

number 3



> What is the max |F| in the first record?

3.3 eV/A